--- a ---
A cluster of 2 separate species, C9H14 in total. Source: OMol25; level of theory: ωB97M-V with the def2-TZVPD basis set.

```
23
Properties=species:S:1:pos:R:3
C -0.411 -3.500 1.614
C 0.169 -2.209 1.028
C 0.690 -1.191 1.911
C 1.225 -0.028 1.362
C 1.428 -0.003 -0.019
C 0.933 -0.941 -0.902
C 0.222 -2.044 -0.375
H -1.537 -3.572 1.348
H -0.463 -3.511 2.652
H 0.146 -4.313 1.290
H 0.346 -1.184 2.875
H 1.443 0.814 1.869
H 1.804 0.881 -0.527
H 1.300 -0.986 -1.950
H -0.222 -2.812 -0.993
C -0.100 2.889 -1.155
C -1.595 3.294 -1.635
H 0.515 3.261 -1.925
H 0.199 3.278 -0.157
H -0.175 1.803 -1.148
H -2.146 3.803 -0.886
H -1.632 3.851 -2.571
H -2.140 2.420 -1.704
```

The net charge is 0. Its spin multiplicity is 1. As for the LUMO energy: 1.02 eV. The SMILES is Cc1ccccc1.CC.

--- b ---
A cluster of 2 separate species, C9H14 in total. Source: OMol25; level of theory: ωB97M-V with the def2-TZVPD basis set.

```
23
Properties=species:S:1:pos:R:3
C 1.295 2.748 -1.355
C 0.231 2.106 -0.413
C -0.775 1.255 -0.898
C -1.762 0.808 -0.071
C -1.544 0.775 1.272
C -0.324 1.414 1.758
C 0.430 2.250 0.988
H 2.210 2.197 -1.377
H 1.657 3.700 -1.112
H 0.753 2.855 -2.372
H -0.834 1.061 -1.990
H -2.678 0.547 -0.583
H -2.221 0.354 1.970
H -0.051 1.327 2.771
H 1.223 2.879 1.457
C 0.689 -4.600 -1.127
C 0.888 -4.618 0.374
H 0.142 -5.524 -1.459
H 0.181 -3.737 -1.453
H 1.633 -4.629 -1.589
H 0.911 -3.525 0.837
H 1.906 -4.972 0.680
H 0.399 -5.355 1.058
```

The net charge is 0. Its spin multiplicity is 1. As for the LUMO energy: 0.93 eV. The SMILES is Cc1ccccc1.CC.

Which of them is most stable, and which least? Most stable: a; least stable: b.

--- a ---
A cluster of 2 separate species, C9H14 in total. Source: OMol25; level of theory: ωB97M-V with the def2-TZVPD basis set.

```
23
Properties=species:S:1:pos:R:3
C -2.398 -0.012 -1.449
C -1.149 0.751 -1.128
C 0.067 0.105 -1.113
C 1.249 0.823 -0.925
C 1.196 2.199 -0.868
C -0.030 2.799 -0.611
C -1.204 2.106 -0.766
H -2.587 -0.782 -0.688
H -2.342 -0.530 -2.404
H -3.283 0.626 -1.388
H 0.173 -0.968 -1.248
H 2.224 0.349 -0.934
H 2.139 2.738 -0.788
H -0.072 3.840 -0.305
H -2.240 2.421 -0.817
C 0.608 -2.645 1.658
C 1.453 -1.506 2.205
H 1.127 -3.589 1.789
H -0.382 -2.653 2.097
H 0.451 -2.619 0.572
H 0.864 -0.688 2.645
H 2.118 -1.817 3.012
H 2.017 -0.948 1.455
```

The net charge is 0. Its spin multiplicity is 1. As for the LUMO energy: 1.01 eV. The SMILES is Cc1ccccc1.CC.

--- b ---
A cluster of 2 separate species, C9H14 in total. Source: OMol25; level of theory: ωB97M-V with the def2-TZVPD basis set.

```
23
Properties=species:S:1:pos:R:3
C -1.586 -1.874 0.465
C -0.061 -1.441 0.480
C 0.503 -1.346 -0.764
C 1.596 -0.580 -1.089
C 2.057 0.309 -0.115
C 1.536 0.272 1.144
C 0.463 -0.618 1.465
H -1.796 -2.784 -0.307
H -2.301 -1.206 -0.152
H -2.030 -2.088 1.380
H -0.201 -1.690 -1.600
H 2.034 -0.699 -2.042
H 2.949 0.935 -0.319
H 1.921 1.002 1.903
H 0.160 -0.664 2.414
C -2.124 1.640 -0.687
C -1.027 2.721 -0.528
H -1.744 0.716 -0.296
H -3.005 1.890 -0.148
H -2.302 1.600 -1.824
H -0.571 2.206 0.450
H -1.078 3.802 -0.444
H -0.180 2.479 -1.244
```

The net charge is 0. Its spin multiplicity is 1. As for the LUMO energy: 1.02 eV. The SMILES is Cc1ccccc1.CC.

--- c ---
A cluster of 2 separate species, C9H14 in total. Source: OMol25; level of theory: ωB97M-V with the def2-TZVPD basis set.

```
23
Properties=species:S:1:pos:R:3
C 0.531 -1.703 1.244
C -0.522 -0.746 0.880
C -1.737 -1.254 0.462
C -2.843 -0.372 0.299
C -2.717 1.007 0.559
C -1.516 1.445 1.127
C -0.405 0.633 1.190
H 0.816 -2.319 0.102
H 0.184 -2.652 1.836
H 1.414 -1.260 1.722
H -2.085 -2.220 0.468
H -3.831 -0.815 0.147
H -3.586 1.719 0.494
H -1.459 2.418 1.580
H 0.526 1.317 1.349
C 2.576 0.533 -1.089
C 1.792 0.641 -2.337
H 3.334 -0.285 -0.984
H 3.036 1.439 -0.796
H 1.737 0.257 -0.223
H 1.050 -0.081 -2.524
H 2.506 0.736 -3.153
H 1.199 1.561 -2.353
```

The net charge is 0. Its spin multiplicity is 1. As for the LUMO energy: 1.02 eV. The SMILES is Cc1ccccc1.CC.

--- d ---
A cluster of 2 separate species, C9H14 in total. Source: OMol25; level of theory: ωB97M-V with the def2-TZVPD basis set.

```
23
Properties=species:S:1:pos:R:3
C 0.277 -0.277 -0.139
C -1.141 -0.787 -0.165
C -2.206 0.112 -0.236
C -3.512 -0.341 -0.135
C -3.785 -1.702 -0.130
C -2.740 -2.610 -0.031
C -1.438 -2.137 -0.045
H 0.961 -1.042 -0.493
H 0.538 -0.151 0.896
H 0.320 0.689 -0.626
H -2.054 1.182 -0.333
H -4.317 0.371 -0.283
H -4.804 -2.065 -0.088
H -2.964 -3.658 0.081
H -0.586 -2.812 -0.033
C 3.598 2.268 0.903
C 3.329 1.598 -0.448
H 3.748 1.505 1.668
H 4.503 2.875 0.851
H 2.719 2.839 1.195
H 3.140 2.261 -1.291
H 2.398 1.041 -0.296
H 4.017 0.838 -0.821
```

The net charge is 0. Its spin multiplicity is 1. As for the LUMO energy: 0.93 eV. The SMILES is Cc1ccccc1.CC.

Which of them is most stable, and which least? Most stable: d; least stable: b.

--- a ---
A cluster of 2 separate species, C9H14 in total. Source: OMol25; level of theory: ωB97M-V with the def2-TZVPD basis set.

```
23
Properties=species:S:1:pos:R:3
C -0.202 -1.247 2.833
C -0.404 -0.309 1.735
C 0.247 0.946 1.764
C -0.150 1.815 0.697
C -1.108 1.543 -0.303
C -1.951 0.468 -0.048
C -1.508 -0.509 0.854
H 0.585 -0.957 3.577
H -0.186 -2.288 2.430
H -1.108 -1.179 3.526
H 0.918 1.144 2.608
H 0.372 2.908 0.639
H -1.232 2.224 -1.194
H -2.821 0.250 -0.597
H -2.097 -1.449 1.209
C 1.718 -0.763 -3.127
C 1.061 -0.088 -1.939
H 1.077 -1.723 -3.110
H 1.583 -0.108 -4.058
H 2.734 -0.839 -3.070
H -0.158 0.020 -1.762
H 1.281 -0.765 -0.965
H 1.351 0.906 -1.698
```

The net charge is 0. Its spin multiplicity is 1. As for the LUMO energy: 0.93 eV. The SMILES is Cc1ccccc1.CC.

--- b ---
A cluster of 2 separate species, C9H14 in total. Source: OMol25; level of theory: ωB97M-V with the def2-TZVPD basis set.

```
23
Properties=species:S:1:pos:R:3
C -2.165 0.054 3.320
C -1.340 0.483 2.192
C -1.179 -0.296 1.105
C -0.258 0.057 0.069
C 0.159 1.380 0.040
C -0.004 2.247 1.124
C -0.854 1.759 2.159
H -1.772 -0.287 4.317
H -2.775 -0.752 2.889
H -2.879 0.881 3.525
H -1.566 -1.352 1.126
H -0.285 -0.548 -0.814
H 0.609 1.774 -0.990
H 0.372 3.266 1.173
H -0.972 2.404 3.020
C 2.012 -1.162 -2.342
C 1.709 -1.541 -3.850
H 1.032 -0.996 -1.654
H 2.403 -2.073 -1.799
H 2.673 -0.267 -2.115
H 0.802 -2.175 -3.766
H 1.723 -0.683 -4.545
H 2.554 -2.171 -4.185
```

The net charge is 0. Its spin multiplicity is 1. As for the LUMO energy: 1.02 eV. The SMILES is Cc1ccccc1.CC.

--- c ---
A cluster of 2 separate species, C9H14 in total. Source: OMol25; level of theory: ωB97M-V with the def2-TZVPD basis set.

```
23
Properties=species:S:1:pos:R:3
C 1.477 1.268 -1.534
C 0.333 0.993 -0.611
C 0.131 1.737 0.549
C -0.939 1.452 1.373
C -1.925 0.540 0.994
C -1.782 -0.108 -0.221
C -0.662 0.121 -1.018
H 1.373 2.052 -2.277
H 1.776 0.353 -2.070
H 2.442 1.417 -1.025
H 0.846 2.500 0.826
H -1.026 2.004 2.294
H -2.857 0.575 1.545
H -2.607 -0.748 -0.509
H -0.723 -0.480 -1.919
C 1.463 -1.972 0.906
C 0.831 -2.743 -0.249
H 1.211 -2.409 1.865
H 2.550 -1.999 0.837
H 1.189 -0.926 0.822
H 1.357 -2.698 -1.199
H -0.171 -2.450 -0.555
H 0.771 -3.790 0.059
```

The net charge is 0. Its spin multiplicity is 1. As for the LUMO energy: 1.05 eV. The SMILES is Cc1ccccc1.CC.

--- d ---
A cluster of 2 separate species, C9H14 in total. Source: OMol25; level of theory: ωB97M-V with the def2-TZVPD basis set.

```
23
Properties=species:S:1:pos:R:3
C -0.361 -1.542 -2.531
C -1.106 -1.196 -1.308
C -0.786 0.102 -0.717
C -1.288 0.571 0.483
C -2.025 -0.326 1.202
C -2.488 -1.559 0.657
C -2.020 -1.950 -0.613
H -0.675 -2.520 -2.688
H 0.685 -1.549 -2.532
H -0.832 -0.880 -3.287
H -0.181 0.685 -1.342
H -1.151 1.642 0.847
H -2.462 -0.066 2.227
H -3.172 -2.249 1.153
H -2.348 -2.853 -1.150
C 2.561 0.945 1.197
C 2.546 2.453 1.266
H 3.259 0.371 1.822
H 1.517 0.575 1.338
H 2.983 0.633 0.220
H 1.684 2.760 0.629
H 3.460 3.062 0.946
H 2.200 2.891 2.183
```

The net charge is 0. Its spin multiplicity is 1. As for the LUMO energy: 0.98 eV. The SMILES is Cc1ccccc1.CC.

Which of them is most stable, and which least? Most stable: c; least stable: a.